1.
The following is a quantum chemistry calculation of a molecular structure, C38H38F6N4O8PS5ScTe at a distorted geometry, from OMol25.

Positions of all 102 atoms, in Å:
Sc  0.53890  -0.62844  -1.10712
C  -0.28788  -2.74077  -5.06425
C  -0.49647  -1.30085  -4.60264
C  -0.75737  -0.40119  -5.81153
C  -1.62640  -1.08882  -3.58953
C  -2.91728  -1.80579  -3.96265
O  -3.32337  -2.46808  -2.74937
C  -2.36770  -2.27327  -1.82554
N  -1.37295  -1.55055  -2.17673
C  -2.75056  -2.91624  -0.53187
C  -3.72406  -3.91942  -0.64602
C  -4.31662  -4.47806  0.46624
C  -3.97857  -4.00354  1.72505
C  -3.00274  -3.03340  1.84617
C  -2.33309  -2.50581  0.73848
P  -1.01639  -1.25755  1.11538
C  -2.09786  -0.01622  1.92692
C  -2.11591  0.27494  3.28465
C  -2.90752  1.31285  3.76653
C  -3.68556  2.06494  2.89958
C  -3.70027  1.75696  1.54437
C  -2.91303  0.72331  1.06501
C  -0.08711  -2.03406  2.48939
C  0.76903  -1.23145  3.24281
C  1.55629  -1.78053  4.24179
C  1.52996  -3.14837  4.47541
C  0.70893  -3.96011  3.70686
C  -0.09060  -3.40600  2.71696
H  0.68193  -2.81961  -5.56026
H  -1.04511  -3.03520  -5.79636
H  -0.29508  -3.45297  -4.24303
H  0.42756  -0.97685  -4.13014
H  -1.71052  -0.66084  -6.28911
H  0.03152  -0.53417  -6.55429
H  -0.78608  0.65521  -5.53913
H  -1.79891  -0.01990  -3.52345
H  -2.77426  -2.56379  -4.72464
H  -3.71936  -1.13768  -4.26173
H  -4.02555  -4.24781  -1.62796
H  -5.06096  -5.25584  0.34748
H  -4.46906  -4.38862  2.61103
H  -2.74277  -2.67102  2.83302
H  -1.50076  -0.28951  3.97322
H  -2.90395  1.53965  4.82615
H  -4.27535  2.89149  3.27613
H  -4.31276  2.33287  0.86094
H  -2.90852  0.50559  0.00121
H  0.81992  -0.16868  3.04467
H  2.22130  -1.14133  4.81058
H  2.16104  -3.58261  5.24130
H  0.69539  -5.03121  3.86670
H  -0.69161  -4.06101  2.10137
F  4.03424  2.60061  -4.01794
C  2.98509  2.81901  -3.24289
F  3.38046  3.03674  -2.00172
F  2.31107  3.86136  -3.69201
S  1.91216  1.28164  -3.32607
O  1.93129  0.73617  -1.93976
O  2.44281  0.47638  -4.36804
N  0.43065  1.80055  -3.60526
S  -0.27511  2.24562  -2.23904
O  -0.78127  1.05057  -1.50371
O  0.43368  3.25927  -1.51724
C  -1.77781  3.08033  -2.85316
F  -2.46934  2.29972  -3.67641
F  -1.42188  4.18164  -3.48264
F  -2.50895  3.36827  -1.78763
Te  2.97537  -1.34062  0.47813
C  4.53959  -0.46835  1.57096
C  5.85416  -0.66434  1.24445
C  6.76977  -0.23520  2.25533
C  6.13944  0.27252  3.34924
S  4.44119  0.22412  3.14539
H  6.15486  -1.10832  0.30341
H  7.84639  -0.31226  2.16633
H  6.57664  0.66732  4.25573
C  2.56850  -4.33726  -1.46873
S  1.09573  -3.38739  -1.58520
O  0.59331  -3.00488  -0.25336
O  0.17936  -4.17462  -2.36450
O  1.47958  -2.05382  -2.21487
H  2.84860  -4.41421  -0.42058
H  3.35302  -3.82851  -2.02470
H  2.32938  -5.30161  -1.90780
N  2.89860  2.31202  1.07438
C  1.69117  2.71240  1.46227
S  0.32195  1.79847  1.15967
N  1.67401  3.90493  2.11468
C  0.54343  4.68827  2.46790
C  0.60187  5.39784  3.65899
C  -0.45148  6.22038  4.03351
C  -1.57215  6.32851  3.22262
C  -1.62076  5.61405  2.03070
C  -0.56763  4.80038  1.64220
H  2.97429  1.43050  0.58657
H  3.73012  2.86219  1.20069
H  2.55493  4.22996  2.47914
H  1.47343  5.30160  4.29860
H  -0.39635  6.76740  4.96608
H  -2.39477  6.97108  3.51051
H  -2.48697  5.69576  1.38496
H  -0.59754  4.26316  0.70277

Forces on the atoms, in the same order (eV/Å):
-0.22 -0.45 1.74
-0.02 -0.04 -0.01
0.02 0.04 -0.02
-0.04 0.03 -0.04
0.09 -0.12 0.26
-0.15 -0.06 0.17
0.04 0.10 -0.19
-0.16 -0.11 0.16
0.22 0.13 -0.15
0.14 0.08 -0.21
0.06 0.03 0.00
-0.01 -0.01 0.06
-0.02 -0.03 0.02
0.04 0.03 0.02
0.04 0.06 0.10
-0.47 -0.08 0.23
-0.04 0.13 -0.21
-0.04 0.02 0.04
0.03 -0.04 -0.02
0.02 -0.04 -0.01
0.03 -0.03 0.02
0.06 0.02 0.02
0.04 -0.02 -0.14
-0.14 0.09 0.12
0.03 -0.05 0.03
-0.01 0.02 0.00
0.03 0.04 -0.01
0.03 -0.08 -0.08
-0.04 0.02 0.00
0.03 0.00 -0.01
-0.04 0.06 -0.07
0.09 0.04 0.00
0.08 0.00 0.02
-0.04 -0.01 0.02
-0.01 -0.06 0.01
-0.01 0.16 0.02
0.00 -0.09 -0.07
-0.06 0.04 0.00
0.01 0.00 0.00
0.03 0.03 0.01
0.02 0.01 -0.03
0.02 -0.02 -0.01
0.01 0.01 -0.01
0.01 -0.01 -0.04
-0.01 -0.03 0.00
0.01 -0.02 0.01
0.02 0.01 0.01
0.02 0.05 -0.03
-0.06 -0.04 -0.02
-0.02 0.02 -0.01
0.01 0.02 -0.01
0.00 0.01 0.02
0.19 0.14 -0.01
0.02 -0.34 0.08
0.07 0.07 0.04
0.00 0.12 -0.07
-0.61 -0.11 0.63
0.46 0.43 -1.19
-0.17 0.17 -0.06
0.17 -0.02 0.39
0.45 -0.35 0.14
0.18 1.21 -0.90
-0.38 -0.21 -0.08
0.01 -0.33 -0.15
-0.12 0.01 0.00
-0.09 0.18 -0.05
-0.22 0.14 0.03
0.30 -0.40 0.39
0.18 0.08 0.02
0.25 0.24 0.10
-0.04 -0.09 -0.14
0.08 0.01 -0.01
-0.27 0.00 0.04
-0.02 0.03 0.09
-0.07 0.02 0.01
-0.02 -0.02 -0.10
0.30 -0.03 0.12
-0.53 0.21 -0.24
-0.02 0.02 -0.43
0.11 0.02 0.07
-0.10 -0.93 -0.56
0.04 0.01 -0.03
-0.02 -0.02 0.05
0.08 -0.03 0.06
0.09 -0.11 -0.26
0.01 0.17 -0.14
0.05 -0.18 0.29
-0.27 0.11 0.02
0.20 -0.18 0.06
-0.06 0.08 0.12
0.00 -0.01 -0.02
0.04 -0.05 -0.03
-0.01 0.02 0.04
-0.05 0.07 -0.14
0.06 -0.12 0.05
0.01 0.02 0.05
0.03 0.05 -0.03
-0.05 -0.01 -0.02
0.00 0.01 -0.02
0.01 -0.04 0.00
0.02 0.01 0.01
-0.01 0.08 0.11

Results
E_HOMO = -6.47 eV
ΔE to the lowest compared entry with this formula, charge and spin = 0.00 kJ/mol
Orbital gap = 6.52 eV

2.
The following is a quantum chemistry calculation of a molecular structure, C40H66BClCrN8O2P2S at a distorted geometry, from OMol25.

Positions of all 122 atoms, in Å:
Cr  -0.51179  0.12930  -0.50256
C  0.76305  1.89219  -5.17201
C  -0.28529  1.65685  -4.08151
C  -0.34644  2.90111  -3.19246
C  -1.67299  1.45075  -4.69267
P  0.11819  0.20945  -2.93559
C  1.95878  0.36764  -2.71269
N  2.28243  -0.41097  -1.54306
B  1.34065  -0.75796  -0.50820
N  1.96790  -1.81410  0.23169
C  1.54032  -2.65012  1.34500
P  -0.30110  -2.77300  1.65907
C  -0.23907  -4.08517  3.02946
C  0.63935  -3.76375  4.23666
C  0.25124  -5.36642  2.33886
C  -1.70200  -4.33508  3.42000
C  -1.72821  -0.28805  3.55233
C  -1.63766  -1.04016  4.87586
C  -3.03600  -0.55530  2.82070
C  -1.54099  1.19922  3.88953
C  3.21862  -2.07316  -0.33841
C  4.18841  -2.99901  0.00955
C  5.34799  -3.05429  -0.75564
C  5.53701  -2.20247  -1.83735
C  4.56952  -1.26925  -2.19078
C  3.41100  -1.21344  -1.43480
C  -0.07653  -1.40695  -3.90825
C  0.58154  -1.37351  -5.28873
C  0.59270  -2.53189  -3.10188
C  -1.57950  -1.70785  -4.07377
H  0.54125  2.84153  -5.66541
H  0.75716  1.11871  -5.93485
H  1.77088  1.96379  -4.76061
H  -0.58968  3.77226  -3.80526
H  0.61716  3.09647  -2.71184
H  -1.11831  2.80041  -2.43294
H  -1.99302  2.37183  -5.18499
H  -2.40663  1.20880  -3.91963
H  -1.67543  0.65941  -5.43969
H  2.21972  1.42618  -2.59590
H  2.49506  -0.00633  -3.58705
H  2.03500  -2.33004  2.26675
H  1.84300  -3.67759  1.13546
H  1.69610  -3.87425  3.99034
H  0.41261  -4.45176  5.05526
H  0.47751  -2.74806  4.59705
H  1.31674  -5.34248  2.11313
H  -0.29879  -5.55498  1.41228
H  0.07985  -6.21243  3.00775
H  -2.15707  -3.47900  3.91076
H  -1.77109  -5.18676  4.10047
H  -2.29653  -4.56123  2.53065
H  -1.83227  -2.10194  4.76919
H  -2.38183  -0.63023  5.56271
H  -0.65294  -0.91270  5.32621
H  -3.06491  -1.56153  2.39825
H  -3.16750  0.16644  2.01856
H  -3.87307  -0.44679  3.51410
H  -0.67524  1.26791  4.55108
H  -2.42363  1.51483  4.44817
H  -1.05502  1.53868  1.84426
H  4.05747  -3.66816  0.84996
H  6.11692  -3.77097  -0.50034
H  6.45064  -2.26380  -2.41331
H  4.72969  -0.60076  -3.02805
H  1.63177  -1.08046  -5.24619
H  0.05776  -0.71632  -5.98046
H  0.54271  -2.38228  -5.70658
H  1.67841  -2.42728  -3.08272
H  0.36642  -3.48624  -3.58341
H  0.22535  -2.56826  -2.07887
H  -1.96530  -1.31709  -5.01359
H  -2.17938  -1.28931  -3.26777
H  -1.74325  -2.78676  -4.07807
Cl  -6.80675  -3.73454  -1.28943
C  -5.23265  -3.02440  -1.17280
C  -4.09934  -3.83474  -1.33619
C  -2.84391  -3.29251  -1.23499
C  -2.65602  -1.91711  -0.97582
O  -1.44905  -1.44185  -0.88720
C  -3.81043  -1.10856  -0.82889
C  -3.69512  0.29739  -0.58589
O  -2.65043  0.93509  -0.44227
C  -5.08981  -1.68639  -0.92980
H  -4.22805  -4.88892  -1.54264
H  -1.95855  -3.90222  -1.36001
H  -4.64777  0.84658  -0.52224
H  -5.96499  -1.05981  -0.80354
C  0.87444  2.79119  3.60302
N  -0.33246  3.18220  2.90104
C  -1.04000  4.32450  3.46134
C  -2.33956  4.31812  2.66410
N  -2.56899  2.89226  2.37241
C  -1.35291  2.15297  2.69240
S  -0.26558  -0.75688  2.46759
H  1.65674  3.52743  3.41066
H  1.21337  1.82108  3.23390
H  0.74987  2.73253  4.69364
H  -0.47218  5.24443  3.31215
H  -1.22928  4.20572  4.53980
H  -2.21763  4.90296  1.74789
H  -3.17221  4.73374  3.23275
H  -2.82169  2.76174  1.40262
C  2.51128  5.88981  1.99467
C  2.28458  6.12669  0.50470
C  0.98850  6.90474  0.27009
C  2.38978  4.81722  -0.29276
N  1.35646  3.80307  -0.06815
C  1.52784  2.47838  -0.06007
N  0.33811  1.91886  -0.11406
N  -0.56223  2.93498  -0.14942
N  0.04039  4.04805  -0.14245
H  2.55745  6.84299  2.52061
H  3.44445  5.35418  2.18009
H  1.68428  5.31492  2.41409
H  3.11130  6.72923  0.11827
H  0.14486  6.41529  0.74963
H  0.76678  7.00295  -0.79387
H  1.08806  7.90480  0.69240
H  3.33684  4.33308  -0.05603
H  2.38239  5.05208  -1.35983
H  2.47164  1.96277  0.01282

Forces on the atoms, in the same order (eV/Å):
-1.86 -1.45 -0.40
-0.02 -0.05 0.01
-0.05 -0.12 0.23
0.00 -0.07 -0.05
0.06 0.02 0.01
0.45 0.06 -0.09
-0.17 -0.01 -0.01
0.11 0.18 0.02
0.38 -0.17 -0.11
-0.09 -0.21 0.20
-0.09 0.20 -0.08
0.18 -0.16 0.03
-0.06 0.26 -0.05
-0.10 0.04 -0.07
0.01 0.05 -0.06
0.00 0.02 -0.08
0.04 -0.21 -0.09
-0.03 -0.02 -0.03
0.03 0.00 0.06
0.20 0.11 -0.23
0.07 0.06 -0.17
-0.05 -0.03 0.00
0.05 0.02 -0.02
0.04 -0.06 -0.02
-0.06 0.09 -0.01
0.16 -0.16 0.20
-0.04 0.08 0.19
0.01 0.04 0.00
0.00 0.09 0.06
-0.03 0.05 0.03
0.00 0.01 0.00
0.05 0.07 0.02
0.00 0.05 -0.05
0.02 -0.01 -0.02
-0.04 0.03 0.03
0.00 0.04 0.02
0.01 0.01 0.01
-0.05 0.00 -0.06
-0.03 0.05 0.02
0.02 -0.02 -0.08
0.00 0.01 0.00
0.04 -0.07 0.00
0.01 0.03 -0.02
0.01 0.03 0.04
0.04 -0.02 -0.02
0.02 -0.03 0.01
-0.01 -0.03 0.02
0.02 -0.04 0.01
-0.02 -0.01 -0.01
-0.06 -0.18 -0.11
0.04 0.00 0.00
-0.01 -0.03 0.04
0.03 0.19 0.10
-0.01 0.00 0.00
-0.02 0.02 0.02
-0.02 -0.02 0.02
-0.03 0.01 -0.07
-0.01 0.02 -0.01
-0.12 -0.04 0.06
-0.01 -0.03 0.07
-0.08 0.05 -0.09
0.01 0.03 0.01
0.00 0.01 0.00
0.00 -0.01 0.01
-0.02 -0.01 0.00
-0.01 -0.02 -0.03
0.01 -0.05 0.01
0.00 -0.01 0.00
0.01 0.00 0.01
-0.02 0.02 -0.04
0.00 -0.06 0.03
0.00 -0.01 0.03
-0.02 -0.04 -0.08
0.02 0.00 0.01
-0.04 -0.01 0.00
0.03 -0.01 -0.04
-0.05 0.14 0.06
0.23 0.11 0.02
-0.60 -0.24 0.39
0.45 0.55 -0.14
0.38 -0.37 -0.06
-0.13 0.12 0.05
0.54 0.05 0.01
-0.09 0.12 0.02
0.00 0.00 0.01
-0.01 -0.03 0.02
0.02 0.04 0.02
0.00 -0.01 -0.03
-0.05 0.15 -0.07
0.11 0.11 -0.08
-0.02 -0.06 -0.08
-0.02 -0.01 0.07
-0.09 0.00 -0.01
-0.09 -0.20 0.22
-0.01 0.23 0.04
0.02 -0.07 0.04
0.04 0.01 0.05
0.02 -0.06 0.00
0.01 0.01 0.07
0.01 0.00 0.00
-0.01 -0.04 -0.01
0.04 0.06 -0.01
0.14 -0.01 -0.04
-0.02 0.03 -0.11
-0.22 -0.26 0.19
0.18 -0.02 -0.10
0.15 0.61 -0.09
0.10 -0.51 -0.05
-0.09 0.06 0.23
0.21 0.82 0.05
0.04 0.08 0.09
-0.04 0.27 -0.01
0.00 -0.02 0.04
-0.01 -0.01 0.05
0.03 0.02 -0.01
0.05 -0.05 -0.03
-0.07 -0.02 0.01
-0.03 0.02 0.01
-0.01 0.00 -0.02
-0.01 -0.06 -0.04
-0.05 -0.10 0.01
-0.01 -0.01 -0.10

Results
E_HOMO (alpha / beta) = -10.14 / -10.14 eV
ΔE to the lowest compared entry with this formula, charge and spin = 145.60 kJ/mol
Orbital gap (alpha / beta) = 7.06 / 7.39 eV
Spin multiplicity = 2
Net charge = +1

3.
The following is a quantum chemistry calculation of a molecular structure, C17H31F5P2V at a distorted geometry, from OMol25.

Positions of all 56 atoms, in Å:
P  -1.11449  1.97373  -0.58837
P  0.37404  -1.01443  -1.24856
C  -1.36872  1.04264  -2.19762
C  -1.27661  -0.45442  -2.03140
H  -0.62741  1.42541  -2.91967
H  -2.35618  1.29336  -2.61013
H  -2.11001  -0.86602  -1.43108
H  -1.31934  -0.92943  -3.02795
C  1.20076  -1.35150  -2.97313
H  2.06470  -2.00377  -2.81093
H  1.54333  -0.41425  -3.43852
H  0.49291  -1.81214  -3.67205
C  -0.27103  -2.83981  -1.33838
H  -0.33020  -3.10494  -2.39999
H  -1.28709  -2.98664  -0.93432
H  0.46353  -3.60613  -0.94265
C  -1.06229  3.83423  -0.84992
H  -1.35853  4.32148  0.08696
H  -1.75355  4.12714  -1.64261
H  -0.08186  4.24130  -1.12280
C  -3.05407  2.31580  -0.64106
H  -3.59868  1.37012  -0.63728
H  -3.32506  2.86029  -1.55430
H  -3.37609  2.89910  0.22232
V  0.44537  -2.88476  0.71368
C  1.29398  0.79641  -1.71345
C  0.90503  1.95756  -0.95341
C  1.70741  2.41319  0.25604
C  0.97110  2.13355  1.56036
C  -0.46369  2.50428  1.48025
C  -1.59091  1.63681  1.26502
C  -1.45919  0.08840  1.28053
C  -0.25093  -0.74422  0.60347
C  -0.23287  -2.71463  2.80221
H  2.37542  0.58644  -1.77342
H  1.00252  2.79192  -1.66586
H  1.80600  3.51007  0.15812
H  2.72606  1.98490  0.25979
H  1.09395  1.06747  1.81666
H  1.41191  2.73021  2.37604
H  -0.70682  3.50370  1.81750
H  -2.56967  1.94872  1.62512
H  -2.38724  -0.34991  0.89581
H  -1.45658  -0.23118  2.32642
H  0.60867  -0.69232  1.29521
H  -0.81720  -1.78181  0.75462
H  -0.62755  -3.75160  2.90995
H  -1.03244  -2.01157  3.08549
H  0.58961  -2.58846  3.52870
F  2.83264  -1.33355  1.68098
C  2.44934  -2.62862  1.27376
F  3.24372  -2.91414  0.14302
C  2.80608  -3.60293  2.43495
F  2.71287  -2.97733  3.64370
F  2.04812  -4.74682  2.50129
F  4.09720  -4.02091  2.32090

Forces on the atoms, in the same order (eV/Å):
0.06 2.44 -5.73
0.49 4.09 -4.59
-0.44 0.58 -0.44
0.53 -0.83 0.10
-0.03 -0.40 0.42
0.19 -0.03 0.20
0.18 0.28 -0.18
-0.13 0.10 0.45
0.32 -0.60 -0.53
-0.07 -0.20 -0.21
-0.19 -0.78 0.23
0.22 -0.21 0.03
0.15 -0.87 -0.22
0.11 0.19 0.42
0.09 -0.18 0.27
-0.44 -0.29 -1.13
0.34 0.92 0.13
-0.25 0.10 -0.50
0.06 -0.16 0.15
-0.22 -0.28 0.26
-0.83 -0.26 0.94
0.01 -0.08 0.10
0.40 -0.26 0.19
-0.18 0.14 -0.25
0.60 -1.14 2.74
-0.59 -2.46 1.82
0.70 -0.23 1.16
0.16 1.05 -0.50
0.13 -0.72 0.60
-1.85 -1.12 2.12
3.18 -0.93 2.21
0.40 -0.82 -0.41
-2.08 0.13 0.96
0.31 -0.87 -0.23
-0.23 0.22 0.11
-0.84 -0.19 -0.02
0.20 -0.27 0.30
-0.61 0.06 0.10
-0.13 0.52 -0.07
-0.18 -0.21 -0.22
-0.06 0.09 -0.20
0.36 0.18 -0.48
-0.01 0.42 -0.15
0.10 0.33 0.10
-0.37 -0.10 -0.44
-0.01 2.53 0.37
0.01 0.41 0.42
0.10 -0.31 -0.12
-0.56 -0.09 -0.25
0.05 -1.01 -0.13
-0.53 0.46 -0.23
-0.06 -0.10 1.04
1.70 0.31 0.59
0.00 -0.70 -0.99
0.32 1.20 -0.50
-0.59 -0.05 0.21

Results
E_HOMO (alpha / beta) = -6.27 / -5.44 eV
ΔE to the lowest compared entry with this formula, charge and spin = 1071.88 kJ/mol
Orbital gap (alpha / beta) = 4.80 / 3.83 eV
Spin multiplicity = 4